1 | Computed, not measured: 2 unconnected molecules or ions with the total composition CH2ClO2S, with ωB97M-V/def2-TZVPD.

Properties
HOMO level (spin up / spin down) ... -4.152 / -4.152 eV
Charge ... -1
Kohn-Sham gap (spin up / spin down) ... 5.898 / 5.905 eV

Last column: natural (NBO) charge in e.
Atoms and positions in Å:
Cl: -1.7940 1.1565 1.9635  -0.550
S: -0.6394 -0.5863 1.2554  1.534
O: -1.4110 -1.7495 0.7736  -0.984
O: 0.2278 -0.9263 2.3751  -0.987
C: 1.4983 0.5262 -2.4517  -0.209
H: 0.8897 -0.0758 -1.5822  0.118
H: 1.2285 1.6552 -2.3338  0.078

=====

2 | Computed, not measured: 2 unconnected molecules or ions with the total composition CH2ClO2S, with ωB97M-V/def2-TZVPD.

Properties
HOMO level (spin up / spin down) ... -4.523 / -4.523 eV
Charge ... -1
Kohn-Sham gap (spin up / spin down) ... 6.660 / 6.661 eV

Last column: natural (NBO) charge in e.
Atoms and positions in Å:
Cl: -2.2585 -2.0356 -0.2312  -0.887
S: -0.3507 0.6264 0.0988  2.071
O: -0.7835 1.3009 1.3018  -0.876
O: -0.4654 1.3284 -1.1601  -0.901
C: 1.1829 -0.0400 0.0471  -0.835
H: 1.2711 -0.3804 -0.9245  0.213
H: 1.4042 -0.7997 0.8682  0.216

=====

3 | Computed, not measured: 2 unconnected molecules or ions with the total composition CH2ClO2S, with ωB97M-V/def2-TZVPD.

Properties
HOMO level (spin up / spin down) ... -4.758 / -4.766 eV
Charge ... -1
Kohn-Sham gap (spin up / spin down) ... 7.071 / 7.028 eV

Last column: natural (NBO) charge in e.
Atoms and positions in Å:
Cl: -1.4816 -1.8943 -0.8795  -0.581
S: 0.5393 -0.9117 -0.4525  1.595
O: 1.2016 -0.9475 -1.7514  -0.972
O: 1.1260 -1.7964 0.5433  -0.971
C: -0.0849 2.0234 1.0276  -0.234
H: -0.8463 1.3913 1.5242  0.082
H: -0.4540 2.1353 -0.0117  0.082

=====

Pick 2: it beats the second-best structure by 1.543 eV.

=====

1 | Computed, not measured: C14H11NO3S in the gas phase, with ωB97M-V/def2-TZVPD.

Properties
HOMO level ... -7.097 eV
Structure (SMILES) ... Cc1sc2c(=O)c3ccccc3c(=O)c=2n(C)c1O
Kohn-Sham gap ... 5.668 eV

Last column: natural (NBO) charge in e.
Atoms and positions in Å:
S: -2.2288 0.9765 -1.1994  0.399
O: -1.6352 2.3723 1.3683  -0.519
O: -0.1781 -1.4210 -3.7824  -0.681
O: 2.3594 -0.7923 0.1188  -0.533
N: 0.0710 -1.0577 -1.4517  -0.468
C: 1.2813 -0.2830 0.4723  0.488
C: -2.1589 0.6962 -4.0170  -0.634
C: -0.8736 1.4385 1.1749  0.567
C: 2.0042 0.2311 4.1592  -0.195
C: 0.1134 1.1453 2.2133  -0.132
C: 1.0897 0.1433 1.8885  -0.125
C: -0.9114 0.7211 -0.1137  -0.254
C: -1.5722 0.3136 -2.6877  -0.358
C: 0.2204 1.7982 3.4498  -0.170
C: -0.5202 -0.6618 -2.6490  0.524
C: 0.3219 -2.4853 -1.2020  -0.408
C: 2.0421 -0.2850 2.8067  -0.162
C: 0.1848 -0.1419 -0.4499  0.121
C: 0.9676 1.1941 4.4467  -0.195
H: 2.8867 -0.9290 2.4285  0.249
H: -2.1275 1.7955 -4.0415  0.230
H: -1.7579 0.1949 -4.9047  0.202
H: -0.4631 2.5643 3.8211  0.241
H: 1.2728 -2.7612 -0.8979  0.223
H: -0.7154 -1.1142 -4.5264  0.489
H: -3.2808 0.5575 -3.9687  0.222
H: 0.1994 -2.9975 -2.1920  0.232
H: 2.9043 -0.0070 4.8292  0.235
H: -0.4247 -2.9035 -0.5618  0.191
H: 0.9288 1.6981 5.4683  0.221

=====

2 | Computed, not measured: C14H11NO3S in the gas phase, with ωB97M-V/def2-TZVPD.

Properties
HOMO level ... -9.016 eV
Structure (SMILES) ... O=C(CSc1ncccc1C(=O)O)c1ccccc1
Kohn-Sham gap ... 8.946 eV

Last column: natural (NBO) charge in e.
Atoms and positions in Å:
S: 0.6299 0.3026 1.4893  0.232
O: -1.0900 -2.3768 -0.2587  -0.516
O: 1.7809 2.6933 0.1077  -0.668
O: 3.9520 2.6452 -0.2796  -0.561
N: 2.0261 -1.6196 0.4068  -0.463
C: -1.2500 -1.3969 0.4315  0.543
C: 2.9050 0.5443 -0.1075  -0.241
C: -2.9356 -0.4824 -1.1044  -0.164
C: -3.8937 0.4403 -1.4726  -0.218
C: -3.5177 1.6365 0.5740  -0.223
C: 2.9318 2.0409 -0.0868  0.778
C: 3.9488 -0.0768 -0.7946  -0.091
C: -2.5571 0.7153 0.9474  -0.187
C: -0.3937 -1.1923 1.6691  -0.625
C: 4.0054 -1.4555 -0.8911  -0.277
C: -2.2534 -0.3574 0.1085  -0.116
C: -4.1869 1.5030 -0.6324  -0.180
C: 1.9630 -0.3048 0.4941  0.092
C: 3.0021 -2.1862 -0.2736  0.082
H: -4.4136 0.3329 -2.4127  0.218
H: -2.0517 0.8429 1.8921  0.208
H: 1.0175 2.1153 0.2564  0.492
H: 4.6986 0.5544 -1.2481  0.246
H: 0.2846 -2.0367 1.7890  0.289
H: -0.9963 -1.0398 2.5629  0.247
H: -4.9367 2.2265 -0.9158  0.217
H: 2.9692 -3.2664 -0.3097  0.202
H: -3.7471 2.4633 1.2293  0.218
H: 4.8007 -1.9471 -1.4268  0.228
H: -2.6922 -1.3181 -1.7436  0.236

=====

Pick 2: it beats the second-best structure by 3.028 eV.

=====

1 | Computed, not measured: 2 unconnected molecules or ions with the total composition C2H8S2, with ωB97M-V/def2-TZVPD.

Properties
HOMO level (spin up / spin down) ... -12.977 / -12.972 eV
Multiplicity ... 2
Charge ... +1
Kohn-Sham gap (spin up / spin down) ... 9.738 / 4.522 eV

Last column: Löwdin spin population.
Atoms and positions in Å:
S: 1.3825 -3.0612 -0.1410  0.001
S: -1.3526 1.2662 -0.8575  0.742
C: -0.7471 2.3822 0.3860  0.081
C: -0.2690 -0.1100 -0.6706  0.090
H: -0.7068 1.8540 1.3342  0.018
H: -1.4171 3.2319 0.4377  -0.001
H: -0.4184 -0.5303 0.3258  0.026
H: 0.7700 0.2193 -0.7260  0.021
H: 0.2526 2.6923 0.0769  0.024
H: 0.5281 -3.6352 0.7220  0.000
H: -0.4759 -0.8448 -1.4383  -0.001
H: 2.4538 -3.4645 0.5508  0.000

=====

2 | Computed, not measured: 2 unconnected molecules or ions with the total composition C2H8S2, with ωB97M-V/def2-TZVPD.

Properties
HOMO level (spin up / spin down) ... -15.810 / -16.094 eV
Multiplicity ... 2
Charge ... +1
Kohn-Sham gap (spin up / spin down) ... 10.801 / 7.349 eV

Last column: Löwdin spin population.
Atoms and positions in Å:
S: -0.7423 1.0363 -0.1474  0.332
S: -1.2917 -0.8565 0.3038  0.544
C: 2.3900 0.2430 -1.8104  0.001
C: -1.9184 -0.7348 1.9800  0.067
H: -2.8262 -1.3428 1.9862  0.005
H: -1.9765 1.5562 0.0281  0.025
H: -1.1823 -1.2224 2.6163  0.025
H: -2.0932 0.2637 2.3706  0.001
H: 2.2964 1.0774 -2.5142  0.000
H: 3.2377 0.4686 -1.1672  0.000
H: 2.6160 -0.6211 -2.4342  0.000
H: 1.4905 0.1323 -1.2116  0.000

=====

3 | Computed, not measured: 2 unconnected molecules or ions with the total composition C2H8S2, with ωB97M-V/def2-TZVPD.

Properties
HOMO level (spin up / spin down) ... -12.411 / -12.397 eV
Multiplicity ... 2
Charge ... +1
Kohn-Sham gap (spin up / spin down) ... 8.177 / 3.124 eV

Last column: Löwdin spin population.
Atoms and positions in Å:
S: 0.1563 1.0524 0.6871  0.784
S: -4.6435 0.1852 -0.1530  0.002
C: 1.6939 0.3155 0.2523  0.116
C: 1.5296 -0.7917 -0.7997  0.004
H: 1.4062 -0.3310 -1.7702  0.002
H: 0.6585 -1.4126 -0.6026  0.001
H: 2.4383 -1.3831 -0.8345  -0.001
H: -4.0980 0.2953 1.0581  0.000
H: -4.2735 -1.0946 -0.2849  0.000
H: 2.4040 1.0752 -0.0937  0.021
H: 2.1162 -0.0582 1.2047  0.045
H: 0.6120 2.1477 1.3366  0.026

=====

Pick 1: it beats the second-best structure by 0.244 eV.

=====

1 | Computed, not measured: 2 unconnected molecules or ions with the total composition C2H3BrClF, with ωB97M-V/def2-TZVPD.

Properties
HOMO level (spin up / spin down) ... -9.147 / -9.126 eV
Kohn-Sham gap (spin up / spin down) ... 6.812 / 6.746 eV

Last column: natural (NBO) charge in e.
Atoms and positions in Å:
Br: -0.8190 0.7178 1.9275  0.248
Cl: -2.6336 -0.0146 -1.1906  -0.611
F: -0.2245 -1.5182 0.8434  -0.278
C: -0.2309 -0.2658 0.5066  0.573
C: 0.8176 0.2077 -0.3760  -0.753
H: 1.6437 -0.3785 -0.1389  0.263
H: 0.7797 1.2931 -0.2073  0.267
H: 0.6671 -0.0416 -1.3648  0.291

=====

2 | Computed, not measured: C2H3BrClF in the gas phase, with ωB97M-V/def2-TZVPD.

Properties
HOMO level ... -10.486 eV
Structure (SMILES) ... C[C@](F)(Cl)Br
Kohn-Sham gap ... 11.046 eV

Last column: natural (NBO) charge in e.
Atoms and positions in Å:
Br: 1.9872 1.2801 0.3017  0.036
Cl: 1.0987 -1.6470 0.6030  0.038
F: 0.9899 -0.3560 -1.5924  -0.346
C: -0.9729 0.2072 0.1580  -0.612
C: 0.8166 -0.1930 -0.2326  0.202
H: -1.4709 -0.3899 -0.6199  0.226
H: -1.0737 1.3843 0.3329  0.239
H: -1.3749 -0.2856 1.0493  0.218

=====

3 | Computed, not measured: 2 unconnected molecules or ions with the total composition C2H3BrClF, with ωB97M-V/def2-TZVPD.

Properties
HOMO level ... -9.841 eV
Structure (SMILES) ... C=C(F)Br.Cl
Kohn-Sham gap ... 10.540 eV

Last column: natural (NBO) charge in e.
Atoms and positions in Å:
Br: -0.3710 -2.4002 -0.3331  0.090
Cl: -2.3511 -0.8320 -3.5418  -0.248
F: -0.4486 0.3223 -0.2650  -0.328
C: 0.4184 -0.6979 -0.3788  0.276
C: 1.6842 -0.3836 -0.5680  -0.503
H: 1.9379 0.7669 -0.6894  0.234
H: 2.4949 -1.0987 -0.5180  0.231
H: -1.2933 -0.2217 -3.6499  0.249

=====

4 | Computed, not measured: 2 unconnected molecules or ions with the total composition C2H3BrClF, with ωB97M-V/def2-TZVPD.

Properties
HOMO level ... -9.529 eV
Kohn-Sham gap ... 10.057 eV

Last column: natural (NBO) charge in e.
Atoms and positions in Å:
Br: 3.0016 -1.3769 -0.1533  0.080
Cl: 0.6638 -2.9285 1.1391  0.081
F: 0.9527 -2.3193 -1.3736  -0.365
C: 0.0640 -0.0833 0.0023  -0.516
C: 1.1999 -1.9012 -0.0649  0.115
H: -0.8308 -0.4305 0.6044  0.201
H: 0.5624 0.5827 0.6140  0.194
H: -0.0749 0.0792 -1.0356  0.209

=====

Pick 3: it beats the second-best structure by 0.441 eV.

=====

1 | Computed, not measured: a molecular structure, C4H12NS2, with ωB97M-V/def2-TZVPD.

Properties
HOMO level ... -12.728 eV
Charge ... +1
Kohn-Sham gap ... 9.344 eV

Last column: natural (NBO) charge in e.
Atoms and positions in Å:
S: 1.5968 0.2979 1.5750  0.017
S: -2.4546 -2.2110 -0.5575  0.001
N: -1.2100 -1.1772 1.4979  -0.737
C: -0.3602 -0.3359 -0.6683  -0.469
C: 0.9214 1.0170 0.0956  -0.244
C: 1.6373 1.2577 -1.1396  -0.672
C: -1.5126 -0.7279 0.1796  -0.181
H: 2.1301 2.2474 -1.1492  0.250
H: -0.3259 -0.7938 1.9490  0.455
H: -1.9834 -0.9945 2.1377  0.441
H: 0.3338 -1.0221 -1.0860  0.226
H: 2.2863 -0.8005 0.9648  0.155
H: -1.5133 -2.5132 -1.3473  0.128
H: -2.3648 0.0603 0.2521  0.258
H: -0.7200 0.2750 -1.5031  0.242
H: 0.9829 1.3142 -2.0027  0.238
H: -1.1973 -2.2253 1.5067  0.456
H: 2.4397 0.4863 -1.2668  0.230
H: 0.3211 1.7548 0.4615  0.207

=====

2 | Computed, not measured: a gas-phase ion, C4H12NS2 (charge +1), with ωB97M-V/def2-TZVPD.

Properties
HOMO level ... -12.758 eV
Structure (SMILES) ... CSSC[C@H](C)[NH3+]
Charge ... +1
Kohn-Sham gap ... 9.449 eV

Last column: natural (NBO) charge in e.
Atoms and positions in Å:
S: 1.2926 -0.1189 -1.3101  0.072
S: -0.2889 -1.2147 -0.7480  0.149
N: 0.6782 0.6906 1.7997  -0.698
C: -0.6510 -0.0650 1.7794  -0.065
C: 0.6344 1.0304 -2.5644  -0.746
C: -1.2337 -0.1864 0.4065  -0.615
C: -1.5483 0.6844 2.7543  -0.677
H: -1.7097 1.7324 2.4557  0.230
H: -0.5354 -1.0395 2.1986  0.243
H: 1.3795 0.2768 2.4140  0.450
H: 1.4330 1.1074 -3.3016  0.248
H: -1.4266 0.5060 3.8156  0.255
H: 0.4434 1.5969 2.2195  0.436
H: 0.5016 2.0237 -2.1572  0.220
H: -2.6074 0.4712 2.5416  0.262
H: -0.2751 0.6641 -3.0137  0.247
H: 1.0586 0.9971 0.8942  0.459
H: -2.2513 -0.5887 0.4588  0.280
H: -1.5697 0.7070 -0.1375  0.250

=====

Pick 2: it beats the second-best structure by 2.075 eV.